Formula: C20H18N2O6S
Source: the OMol25 dataset
Level of theory: ωB97M-V/def2-TZVPD

Computed properties:
* structure (SMILES): COc1cc(C(=O)NC(=S)Nc2ccc3oc(=O)ccc3c2)cc(OC)c1OC
* energy relative to the best compared isomer or geometry (same formula, charge and spin): 0.844 eV
* E_LUMO: -0.290 eV
* frontier orbital gap: 8.0 eV
* HOMO energy: -8.3 eV
* multiplicity: 1

Element x y z (Å)
C (-3.19, -4.10, 3.52)
O (-2.32, -2.98, 3.62)
C (-2.55, -1.95, 2.75)
C (-1.48, -1.53, 1.97)
C (-1.62, -0.47, 1.09)
C (-0.53, 0.05, 0.23)
O (-0.59, 1.15, -0.30)
N (0.54, -0.80, 0.06)
C (1.71, -0.59, -0.67)
S (2.79, -1.83, -0.65)
N (1.80, 0.59, -1.29)
C (2.79, 1.14, -2.09)
C (2.51, 2.41, -2.64)
C (3.42, 3.04, -3.45)
C (4.64, 2.43, -3.74)
O (5.51, 3.09, -4.54)
C (6.73, 2.57, -4.87)
O (7.44, 3.22, -5.59)
C (7.06, 1.26, -4.32)
C (6.21, 0.60, -3.52)
C (4.93, 1.17, -3.20)
C (4.00, 0.53, -2.37)
C (-2.85, 0.18, 0.98)
C (-3.93, -0.21, 1.76)
O (-5.15, 0.37, 1.74)
C (-5.37, 1.44, 0.86)
C (-3.78, -1.28, 2.67)
O (-4.86, -1.63, 3.44)
C (-4.72, -1.36, 4.82)
H (-4.24, -3.82, 3.60)
H (-3.03, -4.62, 2.56)
H (-2.92, -4.76, 4.34)
H (-0.54, -2.05, 2.13)
H (0.50, -1.71, 0.50)
H (0.97, 1.19, -1.15)
H (1.57, 2.88, -2.42)
H (3.21, 4.01, -3.87)
H (8.03, 0.87, -4.60)
H (6.45, -0.37, -3.11)
H (4.24, -0.43, -1.97)
H (-2.92, 1.00, 0.28)
H (-5.24, 1.13, -0.19)
H (-6.40, 1.74, 1.02)
H (-4.71, 2.29, 1.07)
H (-3.83, -1.84, 5.24)
H (-4.66, -0.28, 5.00)
H (-5.61, -1.76, 5.30)

Atom charges from the natural (NBO) analysis, given in e for atoms 1 to 5:
1 C -0.26
2 O -0.52
3 C 0.25
4 C -0.25
5 C -0.14